Entry from the OMol25 dataset: a single C25H27N3O3 molecule (the ωB97M-V functional and the def2-TZVPD basis).

XYZ file:
```
58
Properties=species:S:1:pos:R:3:mulliken_charge:R:1
C -7.1780 -1.4041 1.3780 -0.650
O -7.0887 -0.0082 1.2299 -0.378
C -6.3333 0.4185 0.1225 -0.638
C -4.8212 0.2370 0.2973 -0.043
C -4.0604 0.8821 -0.8607 -1.253
N -2.6314 0.6685 -0.7587 0.230
C -1.8985 1.4173 0.2275 -0.895
C -0.4453 1.7007 -0.1570 0.860
O 0.0792 2.7509 0.1464 -0.649
N 0.1611 0.6855 -0.7937 0.179
C 1.6109 0.6241 -1.0127 1.003
C 2.4004 1.5998 -0.1704 -0.552
C 2.4956 1.4082 1.2033 -0.047
C 3.2644 2.2652 1.9658 -1.056
C 3.9520 3.3061 1.3662 -0.587
C 3.8771 3.5042 -0.0053 0.707
C 4.5966 4.6432 -0.6608 -1.508
C 3.1008 2.6374 -0.7636 -0.379
C 2.0438 -0.7703 -0.6631 -0.364
N 3.3558 -1.1539 -0.5658 -0.026
C 3.4023 -2.4623 -0.1702 -0.400
C 4.4887 -3.2928 0.0678 -0.877
C 4.2284 -4.5903 0.4543 -0.493
C 2.9193 -5.0573 0.6000 -0.656
C 1.8362 -4.2407 0.3664 -0.474
C 2.0693 -2.9225 -0.0236 0.282
C 1.2268 -1.8170 -0.3416 0.306
C -0.2602 -1.6996 -0.4037 -0.563
C -0.5500 -0.4765 -1.2930 0.076
C -2.0472 -0.2936 -1.4932 0.160
O -2.6508 -0.9963 -2.2811 -0.688
H -6.2204 -1.8504 1.6670 0.267
H -7.5250 -1.8782 0.4520 0.299
H -7.9048 -1.5805 2.1687 0.248
H -6.6635 -0.1031 -0.7885 0.344
H -6.5634 1.4828 0.0190 0.292
H -4.5242 0.6887 1.2461 0.258
H -4.5744 -0.8259 0.3258 0.299
H -4.2550 1.9580 -0.8929 0.386
H -4.3776 0.4312 -1.8042 0.438
H -1.8754 0.8886 1.1926 0.214
H -2.3890 2.3806 0.3874 0.382
H 1.8067 0.8294 -2.0790 0.299
H 1.9591 0.5946 1.6698 0.480
H 3.3301 2.1212 3.0342 0.413
H 4.5500 3.9734 1.9700 0.389
H 3.9128 5.4821 -0.7908 0.284
H 5.4328 4.9789 -0.0521 0.390
H 4.9656 4.3575 -1.6437 0.382
H 3.0308 2.7868 -1.8324 0.368
H 4.1470 -0.5487 -0.7040 0.265
H 5.5002 -2.9315 -0.0450 0.415
H 5.0509 -5.2623 0.6490 0.384
H 2.7615 -6.0820 0.9025 0.399
H 0.8270 -4.6070 0.4803 0.467
H -0.7130 -2.5896 -0.8434 0.495
H -0.6878 -1.5549 0.5937 0.247
H -0.1448 -0.7030 -2.2898 0.270
```

=====

Entry from the OMol25 dataset: a molecular structure, C44H52GeN7S5TeTi in a non-equilibrium geometry (the ωB97M-V functional and the def2-TZVPD basis).

XYZ file:
```
111
Properties=species:S:1:pos:R:3:mulliken_charge:R:1
Ti 0.0967 0.3773 -1.0756 -0.520
N -4.0607 0.2895 0.3647 -0.203
C -2.9894 0.5809 -0.3856 0.278
S -1.7739 1.7843 0.2434 -0.345
N -2.8442 0.0128 -1.5406 -1.431
N -1.6228 0.3605 -2.1246 1.311
C -1.6087 0.7954 -3.3120 -0.595
C -0.3455 1.4496 -3.7045 0.808
C -0.1425 1.9662 -4.9576 -1.083
C 0.9997 2.7189 -5.1941 -0.551
C 1.8685 2.9473 -4.1463 -1.058
C 1.6076 2.3775 -2.9115 -0.104
N 0.5331 1.6084 -2.6822 0.734
H -4.3451 0.9261 1.0907 0.215
H -4.7755 -0.2870 -0.0537 0.298
H -2.5031 0.8291 -3.9245 0.441
H -0.8761 1.7794 -5.7328 0.538
H 1.1933 3.1321 -6.1761 0.487
H 2.7492 3.5639 -4.2710 0.497
H 2.2697 2.5384 -2.0758 0.461
C 1.0057 -4.5387 1.9195 0.120
C 2.2689 -4.0204 1.2257 -0.509
S 2.6147 -2.2369 1.3612 0.355
C 3.0812 -2.0007 3.0953 -1.406
C 2.0916 -1.1297 3.8747 0.006
S 0.3535 -1.6112 3.7707 0.087
C 0.0897 -2.8263 5.0891 -0.998
C -0.0946 -4.2440 4.5414 -0.665
S 1.3214 -4.9390 3.6684 -0.181
H 0.6743 -5.4515 1.4248 0.736
H 0.2080 -3.8018 1.8539 -0.821
H 2.1741 -4.1736 0.1488 -0.336
H 3.1550 -4.5663 1.5509 0.720
H 4.0690 -1.5393 3.1207 0.609
H 3.1482 -2.9819 3.5565 0.408
H 2.0969 -0.1113 3.4761 -0.612
H 2.3748 -1.0678 4.9270 0.748
H -0.8118 -2.5191 5.6205 0.394
H 0.9236 -2.7721 5.7881 0.434
H -0.9626 -4.2878 3.8829 0.225
H -0.2877 -4.9250 5.3712 0.514
C 3.9335 -5.2201 -3.0587 -0.746
C 4.2430 -4.1964 -2.1772 -0.741
C 3.3256 -3.1705 -1.9524 -0.073
C 2.0907 -3.1369 -2.6082 1.573
C 1.7946 -4.1908 -3.4858 -0.591
C 2.7013 -5.2212 -3.7030 -0.707
Ge 0.6850 -1.7911 -2.3937 1.300
C -0.0768 -1.7125 -4.2111 0.181
C 0.7934 -1.4569 -5.2779 -0.344
C 0.3266 -1.3370 -6.5814 -0.808
C -1.0326 -1.4783 -6.8490 -0.622
C -1.9137 -1.7436 -5.8102 -0.881
C -1.4381 -1.8558 -4.5021 -0.367
C -0.6719 -2.5935 -1.2192 0.003
C -0.8793 -1.9839 0.0212 1.399
C -1.8664 -2.4025 0.9123 -0.814
C -2.6746 -3.4631 0.5479 -1.105
C -2.4897 -4.0995 -0.6813 -1.041
C -1.5024 -3.6687 -1.5526 0.155
H 4.6431 -6.0189 -3.2383 0.406
H 5.1930 -4.1995 -1.6540 0.474
H 3.5714 -2.4368 -1.1937 -0.158
H 0.8544 -4.2077 -4.0255 0.301
H 2.4463 -6.0266 -4.3817 0.447
H 1.8612 -1.3648 -5.0977 0.379
H 1.0209 -1.1510 -7.3929 0.471
H -1.3984 -1.3999 -7.8655 0.419
H -2.9697 -1.8757 -6.0158 0.485
H -2.1479 -2.0649 -3.7069 0.505
H -0.1920 -1.1998 0.3567 -0.309
H -1.9882 -1.9283 1.8751 0.566
H -3.4481 -3.8072 1.2241 0.480
H -3.1196 -4.9387 -0.9532 0.444
H -1.3691 -4.1842 -2.4977 0.433
C 2.8878 4.3035 2.2533 -1.418
C 2.5315 2.8444 2.5564 -0.146
C 2.6389 1.9520 1.3600 0.263
N 1.6482 1.4487 0.7273 -0.341
N 2.0233 0.6768 -0.3572 0.897
C 3.3301 0.6337 -0.5542 -0.025
N 3.8936 0.0550 -1.6095 -0.120
S 4.1780 1.5087 0.6489 -0.252
H 2.7078 4.9170 3.1357 0.415
H 2.2771 4.6928 1.4363 0.326
H 3.9384 4.4177 1.9795 0.421
H 1.5054 2.7580 2.9112 -0.163
H 3.1824 2.4540 3.3421 0.526
H 3.3132 -0.5386 -2.1891 -0.277
H 4.8863 -0.1127 -1.6322 0.329
C -3.6670 5.1617 6.7092 -1.563
C -3.1395 4.1932 5.6811 0.396
C -3.3538 2.8297 5.8061 -0.867
C -2.8781 1.9180 4.8660 0.450
C -3.1405 0.4440 5.0906 -1.873
C -2.1541 2.4160 3.7715 0.506
Te -1.2774 0.9557 2.5438 0.990
C -1.9054 3.7890 3.6157 0.907
C -1.1449 4.3832 2.4558 -1.274
C -2.4202 4.6492 4.5773 -0.792
H -4.0866 4.6411 7.5686 0.356
H -4.4498 5.7922 6.2819 0.337
H -2.8748 5.8225 7.0636 0.374
H -3.9096 2.4561 6.6607 0.342
H -3.8479 0.3018 5.9061 0.442
H -2.2237 -0.0933 5.3583 0.355
H -3.5526 -0.0323 4.1995 0.327
H -0.2840 3.7710 2.1722 -0.143
H -0.7856 5.3795 2.7098 0.433
H -1.7765 4.4810 1.5704 0.308
H -2.2490 5.7160 4.4633 0.434
```

⟨S²⟩: 0.76
2S+1: 2
net charge: +2

=====

Entry from the OMol25 dataset: a molecular structure, C48H55N9O8STa in a non-equilibrium geometry (the ωB97M-V functional and the def2-TZVPD basis).

XYZ file:
```
122
Properties=species:S:1:pos:R:3:mulliken_charge:R:1
Ta 0.5097 -1.1948 0.0314 1.966
C 5.8936 -0.6112 2.6666 -0.912
C 5.8609 -0.8926 1.1240 -1.095
C 4.5862 -1.5599 0.8097 -0.060
C 4.3225 -2.8935 0.6727 0.395
C 5.2699 -4.0689 0.4324 -1.076
C 6.1328 -4.5596 1.6107 -0.991
C 2.9031 -3.0594 0.7048 0.225
N 2.3036 -1.8509 0.9857 -0.781
C 3.3701 -0.9291 0.8637 1.259
C 3.2705 0.4453 0.9443 -0.931
C 2.1125 1.1639 1.3062 0.720
C 2.0741 2.4961 1.8440 -0.292
C 3.3303 3.2846 2.1139 -0.860
C 3.6454 3.5865 0.6843 -1.275
C 0.8030 2.8426 2.0495 1.111
C -0.0425 1.7181 1.6546 -0.141
C -1.3814 1.5140 1.6911 -1.618
C -2.0025 0.3534 1.1345 0.285
N -1.4166 -0.9089 1.0207 -0.258
C -2.5158 -1.8256 0.9231 0.014
C -2.4249 -3.2193 0.9655 -0.885
C -1.3542 -3.9751 0.4713 0.168
N -0.0976 -3.3824 0.4269 -0.273
C 0.8518 -4.4052 0.2794 0.202
C 2.1819 -4.2789 0.5467 -1.572
C 0.1122 -5.6546 0.0552 0.277
C -1.2411 -5.4084 0.2906 0.537
C -2.4233 -6.4145 0.3645 -1.065
C -2.8046 -7.1640 1.7124 -1.339
C 0.8368 -6.9172 -0.3675 -0.792
C 0.8745 -6.7327 -1.8959 -0.868
C -3.7207 -1.1106 0.8585 0.633
C -3.4441 0.2934 0.9215 0.118
C -4.3396 1.4810 0.7377 -0.524
C -4.4588 1.8046 -0.7591 -0.913
C -5.1177 -1.6558 0.4917 -0.840
C -6.3010 -1.5344 1.4757 -1.316
N 0.8276 0.7213 1.1005 -0.613
C 0.3462 4.2081 2.6189 -0.742
C -0.8966 4.7969 1.9747 -1.629
H 6.7041 0.0718 2.9298 0.418
H 6.0721 -1.5934 3.2907 0.225
H 4.9154 -0.2285 3.0062 0.268
H 6.7807 -1.2903 0.6329 0.398
H 5.8231 0.1635 0.8266 0.299
H 5.9057 -3.7288 -0.3656 0.502
H 4.6834 -4.8304 -0.0305 0.642
H 5.8366 -5.5021 2.1172 0.317
H 5.9858 -3.7723 2.4435 0.132
H 7.2939 -4.5834 1.4623 0.270
H 4.2518 0.8878 0.7187 0.598
H 4.1180 2.6554 2.4771 0.284
H 3.0687 4.1507 2.7591 0.439
H 4.7009 3.6607 0.5151 0.412
H 3.2016 4.5008 0.2992 0.352
H 3.1948 2.8748 -0.0230 0.326
H -1.9993 2.1920 2.1387 1.441
H -3.3048 -3.8657 1.1427 0.655
H 2.7628 -5.1399 0.7060 0.987
H -2.1565 -7.1639 -0.4374 0.491
H -3.3120 -5.9170 0.0078 0.575
H -3.8949 -7.3531 1.8025 0.356
H -2.5048 -6.6589 2.6427 0.345
H -2.2796 -8.1103 1.8061 0.374
H 0.3463 -7.8234 0.0083 0.426
H 1.9147 -6.9210 -0.0596 0.212
H 1.4866 -5.8680 -2.1411 0.118
H -0.1151 -6.4849 -2.2915 0.290
H 1.2131 -7.5611 -2.5524 0.475
H -3.8294 2.3235 1.3477 0.133
H -5.3067 1.2106 1.0794 0.413
H -5.4593 1.5551 -1.1215 0.366
H -3.7833 1.2376 -1.4537 0.064
H -4.3762 2.9235 -1.0048 0.292
H -5.0010 -2.7159 0.2119 0.410
H -5.5104 -1.0885 -0.3304 0.338
H -6.9388 -2.4106 1.3963 0.393
H -6.8759 -0.6202 1.2352 0.347
H -5.9942 -1.6259 2.5458 0.297
H 1.2251 4.7966 2.3538 0.471
H 0.4228 4.1255 3.7354 0.361
H -1.8834 4.4301 2.4104 0.308
H -1.1288 4.6429 0.9250 0.472
H -0.9230 5.8770 2.1560 0.480
O 7.3120 12.9911 -0.1558 -0.647
H 7.8539 13.7764 -0.0633 0.323
H 6.3721 13.2241 -0.0412 0.324
H 0.5338 0.1609 -1.2103 -0.351
N -4.9776 8.0836 -0.9697 -0.390
C -4.0030 8.9709 -1.3621 -0.164
S -4.4464 10.2615 -2.3269 -0.286
C -2.6595 8.6683 -0.8305 0.653
C -2.0316 9.6437 -0.0632 -0.304
C -0.9068 9.2221 0.6115 -0.440
N -0.3305 7.9964 0.5509 -0.540
C -0.8855 7.0913 -0.2614 -0.579
C -2.0882 7.3900 -0.8752 -0.328
H -5.9157 8.3211 -1.2653 0.213
H -4.8794 7.4922 -0.1075 0.248
H -2.2902 10.7327 -0.0458 0.352
H -0.4596 9.8121 1.3794 0.432
H -0.4810 6.0766 -0.2476 0.700
H -2.7101 6.6587 -1.3996 0.435
O -0.1625 -5.7117 -5.9108 -0.545
N -1.0290 -4.8144 -5.8193 0.899
O -2.2414 -4.9930 -6.2061 -0.543
C -0.8578 -3.7275 -4.8989 -0.198
C 0.3109 -3.7539 -4.1481 -0.540
C 0.3896 -2.7240 -3.1744 -0.346
C -0.7465 -2.0743 -2.7122 1.134
O -0.8280 -1.5551 -1.5495 -0.233
C -1.8578 -2.0992 -3.6471 -0.510
C -1.8740 -2.7815 -4.8394 -0.780
N -3.1926 -1.5756 -3.4106 1.023
O -3.1891 -0.4026 -3.1090 -0.565
O -4.1828 -2.3874 -3.4582 -0.560
N 1.6742 -2.3622 -2.6439 0.925
O 2.6338 -2.7514 -3.2605 -0.588
O 1.8629 -1.5098 -1.6468 -0.585
H 1.0668 -4.5021 -4.0767 0.723
H -2.5503 -2.7729 -5.6601 0.615
```

net charge: +1

=====

Energy relative to the best compared isomer or geometry (same formula, charge and spin) (kJ/mol)
67.6, 49.8, 299.6